Entry 1:
{"formula": "C28H31ClLuN6O7S", "method": "the ωB97M-V functional and the def2-TZVPD basis", "homo_ev": -10.730, "e_above_lowest_ev": 0.456, "charge": 1, "e_tot_ev": -109791.6754, "species": ["Lu", "O", "C", "O", "C", "C", "C", "C", "C", "N", "C", "O", "O", "H", "H", "H", "H", "H", "S", "C", "N", "C", "C", "C", "C", "C", "O", "C", "C", "C", "C", "C", "C", "Cl", "C", "C", "C", "N", "C", "N", "C", "N", "H", "H", "H", "H", "H", "H", "H", "H", "H", "H", "H", "H", "H", "H", "H", "H", "H", "H", "H", "H", "H", "H", "O", "C", "C", "C", "C", "O", "N", "H", "H", "H", "H"], "coordinates": [[-0.358, 2.741, 0.392], [1.645, 4.813, -2.464], [1.586, 3.921, -1.608], [0.741, 2.965, -1.513], [2.595, 3.929, -0.415], [3.985, 4.133, -0.451], [4.696, 3.957, 0.742], [4.011, 3.509, 1.904], [2.659, 3.309, 1.806], [2.026, 3.485, 0.670], [1.730, 2.748, 2.838], [2.107, 2.604, 4.122], [0.631, 2.334, 2.538], [0.497, 5.615, -2.283], [4.491, 4.536, -1.313], [5.766, 4.081, 0.772], [4.593, 3.316, 2.831], [3.020, 2.905, 4.307], [-4.190, 0.107, -0.550], [-3.222, 1.384, -0.395], [-2.406, 2.231, -0.215], [-0.553, -5.128, 2.793], [-0.999, -5.178, 1.302], [-2.371, -5.914, 1.270], [0.018, -6.017, 0.435], [-1.189, -3.688, 0.746], [-1.773, -2.866, 1.795], [-2.145, -3.444, -0.447], [-1.638, -3.906, -1.828], [-0.671, -2.912, -2.470], [-0.929, -1.534, -2.450], [0.037, -0.630, -3.013], [1.155, -1.171, -3.674], [2.232, -0.051, -4.481], [1.376, -2.509, -3.796], [0.464, -3.368, -3.162], [0.253, -3.121, 0.591], [0.374, -1.694, 0.243], [-0.457, -0.662, 0.519], [0.206, 0.454, 0.334], [1.446, 0.056, -0.031], [1.586, -1.218, -0.105], [-0.130, -6.062, 3.094], [-1.402, -4.963, 3.466], [0.153, -4.372, 3.020], [-2.376, -6.840, 1.912], [-2.644, -6.190, 0.271], [-3.163, -5.260, 1.698], [-0.192, -7.023, 0.745], [1.021, -5.689, 0.640], [-0.153, -6.055, -0.627], [-2.697, -2.980, 1.833], [-2.344, -2.357, -0.465], [-3.088, -3.912, -0.245], [-2.510, -4.012, -2.512], [-1.147, -4.869, -1.782], [-1.797, -1.077, -2.042], [-0.088, 0.450, -2.921], [2.230, -2.868, -4.325], [0.600, -4.452, -3.183], [0.793, -3.572, -0.224], [0.812, -3.189, 1.514], [-1.452, -0.760, 0.877], [2.237, 0.765, -0.184], [-1.411, 4.390, 1.801], [-1.330, 5.334, 1.010], [-1.836, 6.740, 1.178], [-1.563, 7.377, -0.203], [-0.814, 6.257, -0.917], [-0.192, 6.356, -2.034], [-0.705, 5.116, -0.199], [-1.312, 7.189, 2.028], [-2.925, 6.625, 1.413], [-1.089, 8.341, -0.200], [-2.511, 7.442, -0.724]], "forces_ev_per_angstrom": [[-0.2848, 0.0694, -0.0257], [0.2308, -0.5649, 0.4691], [0.2951, -0.6352, 0.3174], [0.4430, 0.9025, -0.0781], [0.7230, -0.5456, -1.3214], [-0.0780, 0.7780, 0.9555], [-1.0990, -0.6836, 0.1326], [1.4486, 0.3245, 0.1325], [0.2550, -0.1948, 0.5871], [-1.6110, -0.0036, -0.0412], [0.4764, -0.7162, 1.7136], [0.4160, 0.3863, -0.9466], [-0.2694, 0.4302, -0.3916], [-0.3274, 0.0241, -0.0049], [-0.0881, -0.1870, -0.2975], [0.1024, 0.1264, -0.0185], [-0.5494, 0.1853, -0.7671], [-0.5680, -0.0803, -0.2494], [0.0956, 0.5033, -0.0784], [0.6488, -0.3392, 0.3476], [-0.3823, -0.3003, -0.1626], [-1.1126, -0.1663, -0.6094], [-0.6381, 0.0196, -0.6290], [0.1121, 0.1759, 1.3111], [-1.2540, 0.6534, 1.1120], [0.0911, 0.3977, 0.9193], [2.2322, 0.0813, 0.1758], [1.3745, 0.0429, -0.5742], [-0.3784, 0.8200, -0.5392], [-0.0094, 0.1952, -0.4535], [2.5157, 0.9238, -1.2723], [-0.6948, -1.5896, 0.3916], [-0.7554, 1.7268, 0.0814], [0.0508, -0.0745, 0.2016], [-0.9490, -0.9591, 0.8595], [-0.2061, -0.1192, 0.3213], [-0.6312, 0.7156, -0.6959], [-1.3004, 0.8749, 0.8751], [0.9877, -1.2690, -0.2042], [-0.2525, 1.2358, 0.0160], [0.2796, 0.9848, -0.1256], [0.2016, -1.2632, 0.1341], [0.3566, -0.8133, -0.0026], [0.0138, 0.0913, -0.2991], [0.7848, 0.7912, 0.0869], [0.2533, 0.8876, -0.6803], [-0.2405, -0.1724, -0.5574], [0.3520, -0.3802, -0.2821], [0.6096, -0.6911, 0.3707], [0.5810, -0.2645, 0.0632], [-0.1800, 0.4858, -0.3731], [-1.6991, -0.3933, -0.0533], [0.0447, -0.5206, -0.0908], [-0.5398, -0.3747, 0.2946], [0.4598, -0.0052, 0.4292], [-0.1059, -0.1972, 0.0316], [-0.7286, 0.0219, 0.4789], [-0.0300, -0.3260, -0.2238], [0.3367, -0.2739, -0.2537], [0.2090, 0.3158, -0.1560], [0.1338, -0.6800, -0.1011], [-0.0064, -0.4890, 0.1792], [-0.5369, -0.1438, 0.0601], [0.2438, -0.0353, -0.3392], [0.2862, 0.1253, -0.0240], [0.2591, -0.4876, -0.2194], [-0.7740, -0.5258, 0.0709], [-0.5537, -1.4916, -0.0597], [2.1402, -1.3902, 0.2254], [-1.3303, 1.2972, 0.5517], [-0.7374, 1.5589, -0.0664], [-0.2160, 0.1253, -0.1889], [0.9000, 0.4631, -0.0352], [0.3949, 0.2014, -0.1653], [-0.2210, 0.4046, -0.2385]], "lowdin_charge": [1.749, 0.078, -0.527, -0.150, -0.132, 0.064, 0.015, 0.038, -0.192, 0.067, -0.399, 0.174, 0.013, 0.067, 0.132, 0.121, 0.137, 0.133, 0.605, -0.942, -0.127, -0.036, -0.457, -0.049, -0.022, -0.372, -0.024, -0.104, -0.107, -0.227, -0.028, -0.083, -0.673, 0.650, -0.101, -0.023, -0.019, -0.062, -0.101, -0.035, -0.219, 0.158, 0.080, 0.092, 0.058, 0.109, 0.074, 0.091, 0.080, 0.079, 0.062, 0.078, 0.072, 0.108, 0.138, 0.083, 0.068, 0.096, 0.102, 0.118, 0.120, 0.131, 0.115, 0.113, -0.033, -0.483, -0.047, -0.025, -0.284, 0.170, 0.086, 0.139, 0.155, 0.130, 0.136]}



Entry 2:
{"formula": "C25H23AuI2NO2P", "method": "the ωB97M-V functional and the def2-TZVPD basis", "homo_ev": -6.731, "e_above_lowest_ev": 0.578, "charge": 0, "e_tot_ev": -61066.6729, "species": ["Au", "I", "C", "C", "C", "I", "C", "C", "C", "C", "N", "C", "C", "O", "H", "H", "H", "H", "C", "P", "C", "C", "C", "C", "C", "C", "C", "C", "C", "C", "C", "C", "H", "H", "H", "H", "H", "H", "H", "H", "H", "H", "H", "H", "H", "C", "C", "C", "O", "H", "H", "H", "H", "H", "H"], "coordinates": [[0.204, 0.850, 0.479], [4.935, -2.053, 1.504], [3.352, -1.501, 2.735], [3.307, -1.959, 4.048], [2.282, -1.606, 4.892], [2.293, -2.366, 6.839], [1.249, -0.759, 4.432], [0.186, -0.304, 5.243], [-0.780, 0.513, 4.731], [-0.706, 0.877, 3.383], [0.272, 0.475, 2.597], [1.273, -0.319, 3.079], [2.364, -0.677, 2.157], [2.397, -0.271, 0.969], [4.100, -2.602, 4.407], [0.154, -0.606, 6.281], [-1.595, 0.876, 5.342], [-1.454, 1.520, 2.937], [1.774, 2.495, -2.028], [0.629, 1.115, -1.726], [1.539, -0.375, -2.221], [2.874, -0.362, -2.602], [3.521, -1.550, -2.914], [2.838, -2.753, -2.849], [1.503, -2.773, -2.464], [0.859, -1.591, -2.146], [-0.626, 1.316, -3.018], [-0.331, 1.045, -4.353], [-1.281, 1.283, -5.333], [-2.528, 1.789, -4.985], [-2.830, 2.045, -3.657], [-1.881, 1.806, -2.672], [2.088, 2.524, -3.072], [2.638, 2.384, -1.373], [1.263, 3.424, -1.780], [3.429, 0.566, -2.636], [4.567, -1.534, -3.193], [3.349, -3.679, -3.079], [0.971, -3.713, -2.395], [-0.177, -1.606, -1.826], [0.637, 0.637, -4.622], [-1.051, 1.069, -6.368], [-3.267, 1.977, -5.754], [-3.807, 2.423, -3.385], [-2.112, 1.981, -1.627], [-4.381, 1.170, 1.732], [-3.427, 0.062, 1.347], [-3.513, -1.227, 2.117], [-2.623, 0.219, 0.455], [-4.864, 0.992, 2.692], [-5.152, 1.243, 0.962], [-3.847, 2.120, 1.748], [-4.542, -1.591, 2.132], [-3.220, -1.045, 3.155], [-2.853, -1.973, 1.682]], "forces_ev_per_angstrom": [[0.3757, 0.1664, -0.2025], [0.0099, -0.0132, -0.0096], [-0.0119, -0.0331, 0.0112], [-0.0268, 0.0442, -0.0394], [0.0015, -0.0080, 0.0517], [0.0117, 0.0163, 0.0061], [0.0154, 0.0136, -0.0010], [0.0091, -0.0286, -0.0019], [-0.0139, 0.0075, -0.0114], [-0.0264, 0.0710, -0.0018], [-0.0357, -0.1211, -0.1154], [0.0122, 0.0340, -0.0019], [-0.0529, 0.0134, 0.0298], [-0.0438, -0.0273, 0.0894], [0.0033, -0.0066, -0.0099], [-0.0096, -0.0158, -0.0054], [0.0094, 0.0137, 0.0013], [-0.0125, -0.0311, -0.0118], [-0.0299, -0.0321, -0.0065], [0.1621, -0.0712, 0.0653], [-0.0656, 0.0083, -0.0088], [0.0018, 0.0062, 0.0102], [0.0107, 0.0019, 0.0128], [0.0036, 0.0004, 0.0243], [0.0079, 0.0026, -0.0048], [-0.0137, 0.0033, -0.0149], [-0.1227, 0.0583, 0.1544], [-0.0113, 0.0174, 0.0034], [0.0002, -0.0107, -0.0054], [0.0113, -0.0007, 0.0037], [0.0097, -0.0106, -0.0154], [-0.0214, -0.0057, 0.0398], [0.0169, -0.0021, 0.0032], [-0.0015, 0.0179, 0.0071], [-0.0043, -0.0036, -0.0045], [0.0059, 0.0039, -0.0096], [-0.0017, 0.0036, -0.0063], [-0.0045, -0.0009, -0.0070], [-0.0065, 0.0040, -0.0033], [0.0013, -0.0072, 0.0013], [0.0052, 0.0025, -0.0043], [-0.0002, 0.0055, -0.0019], [-0.0046, -0.0133, -0.0006], [0.0042, 0.0073, 0.0061], [-0.0037, -0.0243, -0.0003], [0.0189, 0.0077, 0.0075], [0.0963, -0.0449, 0.0067], [-0.0010, -0.0175, -0.0101], [-0.2477, -0.0061, -0.0315], [-0.0002, 0.0055, 0.0024], [-0.0154, -0.0186, 0.0093], [-0.0043, -0.0012, -0.0128], [-0.0015, 0.0017, 0.0153], [-0.0136, 0.0058, 0.0048], [0.0047, 0.0114, -0.0073]], "nbo_charge": [0.535, 0.130, -0.286, -0.203, -0.259, 0.114, -0.028, -0.147, -0.276, 0.045, -0.503, 0.084, 0.364, -0.751, 0.232, 0.231, 0.224, 0.199, -0.951, 0.960, -0.265, -0.227, -0.190, -0.197, -0.206, -0.209, -0.388, -0.138, -0.228, -0.197, -0.200, -0.191, 0.235, 0.258, 0.252, 0.214, 0.215, 0.216, 0.216, 0.220, 0.214, 0.217, 0.216, 0.214, 0.238, -0.729, 0.603, -0.723, -0.565, 0.219, 0.245, 0.238, 0.231, 0.238, 0.240]}



Entry 3:
{"formula": "C21H32BINO8PS4", "method": "the ωB97M-V functional and the def2-TZVPD basis", "homo_ev": -7.489, "smiles": "C[C@@H](I)Cc1cc2c(cc1[PH2]=S)Sc1ccccc1N2B(O)O.CCOS(C)(=O)=O.CCOS(C)(=O)=O", "charge": 0, "e_tot_ev": -101575.7828, "species": ["C", "C", "I", "C", "C", "C", "C", "C", "C", "C", "P", "S", "S", "C", "C", "C", "C", "C", "C", "N", "B", "O", "O", "H", "H", "H", "H", "H", "H", "H", "H", "H", "H", "H", "H", "H", "H", "H", "H", "C", "C", "O", "S", "C", "O", "O", "H", "H", "H", "H", "H", "H", "H", "H", "C", "C", "O", "S", "C", "O", "O", "H", "H", "H", "H", "H", "H", "H", "H"], "coordinates": [[5.561, -0.449, 2.528], [5.752, -0.266, 1.023], [7.690, -1.102, 0.528], [4.654, -1.003, 0.229], [3.687, -0.082, -0.470], [2.397, 0.024, 0.020], [1.413, 0.827, -0.572], [1.774, 1.583, -1.690], [3.067, 1.502, -2.180], [4.024, 0.670, -1.603], [5.620, 0.587, -2.416], [5.975, -1.024, -3.443], [0.679, 2.684, -2.519], [-0.839, 2.362, -1.679], [-1.963, 3.000, -2.176], [-3.202, 2.833, -1.574], [-3.303, 2.034, -0.444], [-2.181, 1.401, 0.053], [-0.937, 1.532, -0.562], [0.129, 0.787, 0.022], [-0.294, -0.664, 0.028], [-0.629, -1.277, -1.161], [-0.293, -1.337, 1.217], [5.907, -1.438, 2.827], [6.129, 0.286, 3.096], [4.498, -0.370, 2.767], [5.781, 0.792, 0.776], [5.085, -1.676, -0.514], [4.099, -1.641, 0.918], [2.148, -0.544, 0.910], [3.315, 2.098, -3.053], [6.571, 0.827, -1.415], [5.631, 1.773, -3.163], [-1.873, 3.628, -3.054], [-4.069, 3.327, -1.991], [-4.258, 1.905, 0.047], [-2.284, 0.798, 0.948], [0.097, -1.858, -1.426], [-1.042, -1.939, 1.285], [-3.433, 2.916, 5.769], [-4.116, 4.266, 5.703], [-3.977, 4.899, 4.408], [-4.899, 4.367, 3.231], [-4.618, 5.689, 2.109], [-6.261, 4.372, 3.673], [-4.339, 3.166, 2.691], [-3.931, 2.186, 5.133], [-3.451, 2.549, 6.795], [-2.397, 2.995, 5.438], [-5.175, 4.196, 5.954], [-3.656, 4.966, 6.396], [-5.018, 6.604, 2.538], [-5.140, 5.435, 1.189], [-3.550, 5.770, 1.928], [-0.647, -7.834, -2.405], [0.325, -6.766, -2.862], [-0.323, -5.697, -3.594], [-1.126, -4.616, -2.758], [-1.312, -3.423, -4.034], [-0.260, -4.097, -1.739], [-2.409, -5.137, -2.403], [-1.329, -7.455, -1.646], [-0.093, -8.673, -1.983], [-1.246, -8.190, -3.243], [0.880, -6.340, -2.026], [1.047, -7.175, -3.564], [-0.330, -3.052, -4.316], [-1.921, -2.620, -3.623], [-1.812, -3.891, -4.877]], "forces_ev_per_angstrom": [[0.0482, 0.0317, -0.1563], [-0.0922, -0.5188, 0.4098], [0.0605, 0.2645, -0.0177], [0.1607, -0.0759, -0.3689], [-0.1268, 0.0163, -0.0031], [-0.0110, 0.0395, -0.0644], [0.2610, 0.1467, 0.2310], [-0.2055, 0.0090, 0.2024], [0.0500, -0.1585, 0.0973], [-0.1090, 0.4125, 0.0738], [0.1101, -0.6493, -0.2730], [-0.0048, 0.0569, 0.0399], [-0.0021, 0.0125, -0.0084], [0.2554, -0.1599, 0.1359], [-0.2934, 0.0108, 0.0463], [0.1564, -0.0152, 0.0280], [-0.2552, 0.1565, -0.2765], [-0.0288, -0.0306, 0.0070], [-0.1124, 0.2230, 0.2465], [0.0657, -0.4333, -0.9161], [0.0478, 0.0324, 0.3456], [0.3297, 0.4494, 0.0293], [-0.5323, 0.5819, 0.1998], [-0.1515, -0.0234, 0.0554], [-0.0232, 0.0224, 0.0305], [0.0268, 0.1620, 0.1015], [0.1468, -0.0292, -0.1590], [0.0554, 0.0774, -0.0344], [-0.0020, 0.0064, 0.0129], [-0.1483, 0.0578, 0.0149], [0.0581, -0.0433, -0.0045], [-0.0138, 0.2023, 0.0081], [-0.0046, 0.1561, 0.0875], [0.0462, 0.0124, -0.0195], [-0.0300, -0.0003, 0.0413], [0.0320, 0.0001, 0.0739], [0.1665, -0.0052, 0.0420], [-0.4370, -0.4913, -0.0780], [0.3914, -0.4990, -0.1643], [-0.0096, -0.0308, -0.1802], [-0.0406, -0.1332, 0.3420], [0.0451, 0.0163, -0.0456], [0.1127, 0.1388, 0.0292], [0.0017, 0.0567, -0.0133], [-0.0416, -0.0769, -0.0154], [-0.0648, -0.1059, -0.0471], [-0.0198, 0.0038, 0.0106], [0.0054, 0.0372, 0.0216], [0.0197, 0.0148, 0.0534], [-0.0247, 0.0098, -0.1027], [0.0368, 0.0769, -0.0950], [-0.0038, 0.0002, 0.0076], [-0.0102, -0.0269, 0.0065], [0.0054, -0.0255, -0.0064], [-0.1460, 0.1153, 0.0023], [0.1955, -0.2686, 0.1747], [-0.0613, 0.0162, -0.0411], [0.0554, 0.0264, -0.3777], [-0.0047, 0.0394, -0.0281], [0.0452, -0.0377, 0.2082], [0.0226, 0.0368, 0.1684], [0.0163, 0.0057, 0.0119], [0.0349, -0.0004, -0.0271], [0.0412, -0.0420, -0.0162], [-0.0575, 0.0872, -0.0075], [-0.0405, 0.0795, -0.0946], [0.0085, -0.0105, -0.0010], [0.0111, -0.0019, 0.0378], [-0.0171, -0.0084, 0.0082]], "nbo_charge": [-0.637, -0.265, 0.062, -0.490, 0.040, -0.268, 0.262, -0.249, -0.159, -0.411, 0.890, -0.584, 0.324, -0.242, -0.195, -0.224, -0.195, -0.246, 0.229, -0.726, 1.278, -0.945, -0.903, 0.220, 0.221, 0.212, 0.216, 0.255, 0.223, 0.230, 0.221, -0.030, -0.033, 0.217, 0.215, 0.228, 0.223, 0.523, 0.510, -0.641, -0.077, -0.724, 2.388, -0.887, -0.940, -0.943, 0.228, 0.218, 0.219, 0.202, 0.196, 0.252, 0.254, 0.257, -0.641, -0.077, -0.722, 2.394, -0.891, -0.968, -0.931, 0.228, 0.219, 0.219, 0.201, 0.198, 0.253, 0.265, 0.255]}